Entry 1:
16
Properties=species:S:1:pos:R:3 method="wB97M-V/def2-TZVPD" lumo_energy_ev=0.88 de_lowest_ev=2.4108 homo_lumo_gap_ev=10.4 total_charge=0 e_tot_ha=-271.6640 smiles="C=CC.C=CO"
C -0.20224 -1.68530 1.05480
C 0.39726 -2.63587 2.02959
C -0.39299 -3.53452 2.62868
H -1.26638 -1.70925 0.82306
H 0.08274 -0.66130 1.29870
H 0.24071 -1.93601 0.07874
H 1.40365 -2.57000 2.43899
H -0.15052 -4.31039 3.32913
H -1.47182 -3.50836 2.39062
C 1.20009 2.13583 -1.72276
C 0.22905 3.00286 -1.91270
O -1.08105 2.58018 -1.98502
H 2.26727 2.32412 -1.75989
H 1.08911 1.06350 -1.78426
H 0.39404 4.04870 -2.15927
H -1.61033 3.07489 -1.35469

---

Entry 2:
16
Properties=species:S:1:pos:R:3 method="wB97M-V/def2-TZVPD" lumo_energy_ev=0.48 de_lowest_ev=4.6985 homo_lumo_gap_ev=9.8 total_charge=0 e_tot_ha=-271.5799
C 1.56699 -0.92897 -0.17899
C 0.46556 -0.18036 0.56309
C 0.28161 1.31771 0.19474
C -0.93328 0.95233 -0.69532
C -0.92181 -0.44560 -0.04978
O -1.39636 -1.58005 -0.52988
H 1.40517 -2.00832 -0.09781
H 1.58080 -0.67369 -1.24412
H 2.55034 -0.68468 0.24041
H 0.50360 -0.41306 1.62888
H 0.00193 1.93201 1.05449
H 1.12929 1.78288 -0.31643
H -1.86102 1.51610 -0.59134
H -0.68690 0.88446 -1.76714
H -1.74335 -0.34141 1.18886
H -1.94256 -1.12936 0.60033

---

Entry 3:
16
Properties=species:S:1:pos:R:3 method="wB97M-V/def2-TZVPD" lumo_energy_ev=1.19 de_lowest_ev=2.8090 homo_lumo_gap_ev=9.8 total_charge=0 e_tot_ha=-271.6494 smiles="COC1=CCC1.[H][H]"
C 2.25603 0.13636 0.34673
O 1.24810 -0.83796 0.55907
C 0.01025 -0.32449 0.49144
C -0.52307 0.90554 0.43329
C -1.93525 0.35906 0.32538
C -1.29259 -1.06796 0.37185
H 2.17272 0.94377 1.08287
H 2.16842 0.55451 -0.66477
H 3.22080 -0.35803 0.46194
H 0.53346 -0.18096 -2.88622
H -0.12668 1.91547 0.46932
H 0.30991 0.12717 -2.24184
H -2.46886 0.58356 -0.60737
H -2.59408 0.57873 1.17459
H -1.58358 -1.67921 1.23227
H -1.39558 -1.65556 -0.54854

---

Entry 4:
16
Properties=species:S:1:pos:R:3 method="wB97M-V/def2-TZVPD" lumo_energy_ev=1.11 de_lowest_ev=1.8816 homo_lumo_gap_ev=9.7 total_charge=0 e_tot_ha=-271.6835 smiles="C/C=C/OCC"
C -2.10208 0.74564 -0.35741
C -1.69082 -0.43424 0.50974
C 0.44636 -0.92136 -0.35148
C 1.14933 0.16337 0.06014
C 2.68022 0.10922 0.03624
H -2.59257 1.62997 0.18289
H -2.85199 0.28358 -1.10990
H -1.20706 1.26341 -0.87311
H -1.14597 -0.15642 1.46076
H -2.59295 -1.01801 0.85334
H 0.92827 -1.84493 -0.72198
H 0.74319 1.10411 0.51414
H 3.03244 -0.64395 -0.69405
H 2.97914 1.15129 -0.40303
H 3.09201 -0.13736 1.06405
O -0.86753 -1.29434 -0.17034

---

Entry 5:
16
Properties=species:S:1:pos:R:3 method="wB97M-V/def2-TZVPD" lumo_energy_ev=1.20 de_lowest_ev=1.2041 homo_lumo_gap_ev=10.8 total_charge=0 e_tot_ha=-271.7084
C -0.70082 1.27169 -1.53376
C -1.16720 0.60799 -0.24218
C -0.25493 -0.53926 0.09586
C 1.20297 -0.26364 0.46344
C 0.92793 -1.33499 1.50974
O -0.48869 -1.13046 1.39042
H 0.32692 1.64210 -1.43186
H -0.71409 0.55810 -2.36638
H -1.33948 2.11684 -1.80132
H -1.15168 1.31626 0.59528
H -2.19353 0.23470 -0.33870
H -0.29606 -1.32211 -0.67968
H 1.31363 0.71985 0.93754
H 2.00219 -0.43119 -0.25915
H 1.35273 -1.09176 2.48044
H 1.18012 -2.35410 1.18032

---

Entry 6:
16
Properties=species:S:1:pos:R:3 method="wB97M-V/def2-TZVPD" lumo_energy_ev=1.21 de_lowest_ev=0.4479 homo_lumo_gap_ev=11.1 total_charge=0 e_tot_ha=-271.7362 smiles=C[C@H]1CCCO1
C -0.05838 -1.93518 -0.87476
C 0.17730 -0.49649 -0.49493
C -1.02936 0.33503 -0.05718
C -0.32530 1.49659 0.68283
C 1.16193 1.02593 0.73436
O 1.07879 -0.37982 0.59645
H 0.85232 -2.37604 -1.28938
H -0.85099 -1.99112 -1.62838
H -0.36648 -2.52230 -0.00547
H 0.63164 0.05944 -1.33486
H -1.63244 0.65299 -0.91513
H -1.67670 -0.24625 0.61142
H -0.68932 1.57552 1.71015
H -0.49512 2.46411 0.19581
H 1.65859 1.28312 1.67119
H 1.79921 1.39611 -0.08782

---

Entry 7:
16
Properties=species:S:1:pos:R:3 method="wB97M-V/def2-TZVPD" lumo_energy_ev=1.02 de_lowest_ev=0.1360 homo_lumo_gap_ev=11.2 total_charge=0 e_tot_ha=-271.7476 smiles=OC1CCCC1
O -2.05115 0.13123 0.63503
C -1.06344 0.19366 -0.38768
C -0.21218 -1.08326 -0.46268
C 0.97404 -0.84481 0.47633
C 1.32008 0.61633 0.16789
C -0.05377 1.29952 -0.00023
H -2.61794 -0.62786 0.44665
H -1.55496 0.37967 -1.35563
H -0.80209 -1.98042 -0.24461
H 0.17320 -1.17055 -1.48660
H 1.80339 -1.53417 0.28333
H 0.67889 -0.95923 1.52706
H 1.93341 1.09529 0.93823
H 1.89157 0.65648 -0.76905
H -0.39533 1.70824 0.95511
H -0.02371 2.11989 -0.72315

---

Entry 8:
16
Properties=species:S:1:pos:R:3 method="wB97M-V/def2-TZVPD" lumo_energy_ev="0.89 / 0.85" de_lowest_ev=3.6870 homo_lumo_gap_ev="8.2 / 8.1" total_charge=0 e_tot_ha=-271.6171
C 2.52508 -0.21680 0.23440
O 1.45016 0.44289 0.54983
C 0.64136 1.11140 -0.22184
C -0.77362 1.18009 0.24744
C -1.55657 -0.03072 -0.30702
C -0.83872 -1.35297 -0.02286
H 2.80692 -0.29966 -0.80922
H 0.19695 -1.34089 -0.37831
H 3.07449 -0.62657 1.06552
H 0.87812 1.09598 -1.28818
H -0.77974 1.16360 1.34463
H -1.25300 2.11655 -0.06602
H -1.66761 0.09547 -1.39275
H -2.57175 -0.05284 0.11157
H -0.79786 -1.55714 1.05342
H -1.33850 -2.19364 -0.51213

---

Entry 9:
16
Properties=species:S:1:pos:R:3 method="wB97M-V/def2-TZVPD" lumo_energy_ev=1.10 de_lowest_ev=2.1958 homo_lumo_gap_ev=10.9 total_charge=0 e_tot_ha=-271.6719 smiles=C[C@H](O)C1CC1
C 1.38295 0.64348 0.15845
C 0.26999 0.05305 0.94235
C 0.28051 1.54054 0.86048
O -1.02723 0.60218 -1.06084
C -0.84750 -0.38854 -0.04741
C -0.65496 -1.69152 -0.80107
H 2.33552 0.88774 0.61397
H -0.14407 0.96263 -1.24045
H 1.56178 0.17678 -0.82264
H 0.40711 -0.51885 1.85503
H 0.77424 2.21274 1.54526
H -0.68688 1.93824 0.54731
H -1.78809 -0.40964 0.51529
H -1.49623 -1.78218 -1.49623
H -0.62333 -2.57225 -0.15942
H 0.25620 -1.65441 -1.41007

---

Entry 10:
16
Properties=species:S:1:pos:R:3 method="wB97M-V/def2-TZVPD" lumo_energy_ev=1.24 de_lowest_ev=1.4650 homo_lumo_gap_ev=10.5 total_charge=0 e_tot_ha=-271.6988 smiles=CCOC1CC1
C 2.59029 0.27195 -0.24132
C 1.32388 -0.23977 0.41711
O 0.23378 0.20220 -0.36571
C -0.97227 -0.43453 -0.08868
C -2.04544 0.28511 0.67892
C -2.15337 0.09761 -0.81755
H 3.48128 -0.07160 0.29394
H 2.59571 1.36559 -0.26609
H 2.63942 -0.09273 -1.27159
H 1.33424 -1.34123 0.45458
H 1.23988 0.12091 1.45406
H -0.88297 -1.51406 0.04811
H -2.71040 -0.29494 1.31343
H -1.81791 1.28358 1.03945
H -2.88790 -0.60250 -1.20346
H -1.96822 0.96442 -1.44520

---

Entry 11:
16
Properties=species:S:1:pos:R:3 method="wB97M-V/def2-TZVPD" lumo_energy_ev=0.61 de_lowest_ev=3.6219 homo_lumo_gap_ev=9.9 total_charge=0 e_tot_ha=-271.6195
C -1.54492 -0.66708 1.03726
C -0.95735 0.08262 -0.16313
C 0.55033 0.10861 -0.15261
C 1.05456 1.44062 0.48495
C 1.20786 -1.05425 -1.19697
O 0.91351 -0.08026 -2.05521
H -1.43797 -0.12208 1.98290
H -1.04055 -1.63117 1.14458
H -2.61365 -0.84997 0.87936
H -1.40193 1.09271 -0.22441
H -1.18241 -0.42535 -1.09159
H 0.28165 2.23999 0.56797
H 1.58705 1.45902 1.45313
H 1.75973 1.74958 -0.26716
H 0.55281 -1.95075 -1.21579
H 2.27126 -1.39224 -1.18329

---

Entry 12:
17
Properties=species:S:1:pos:R:3 method="wB97M-V/def2-TZVPD" lumo_energy_ev=0.98 de_lowest_ev=4.2373 homo_lumo_gap_ev=9.9 total_charge=0 e_tot_ha=-346.8697
C -1.53720 0.78144 -1.26130
C -0.15731 1.02198 -0.67691
C -0.14765 1.19033 0.82932
O 0.80832 0.41935 1.24233
C 1.51520 -0.27259 0.13844
C 1.69720 -1.72484 0.48994
O 0.69807 -0.09344 -0.95908
H -1.48116 0.69233 -2.34959
H -2.19792 1.61369 -1.00317
H -1.96192 -0.14133 -0.85534
H 0.27572 1.95091 -1.08999
H -2.89596 0.04999 1.91637
H -2.30845 0.50068 1.81883
H 2.47132 0.26269 0.04069
H 0.71863 -2.18522 0.65157
H 2.20361 -2.24280 -0.32925
H 2.29950 -1.82316 1.39714

---

Entry 13:
17
Properties=species:S:1:pos:R:3 method="wB97M-V/def2-TZVPD" lumo_energy_ev=0.88 de_lowest_ev=1.9062 homo_lumo_gap_ev=10.5 total_charge=0 e_tot_ha=-346.9554 smiles=C[C@@H]1[C@H](O)C[C@@H]1O
C 1.16148 -0.47643 1.27106
C 0.05781 0.43249 0.76144
C 0.30772 1.06459 -0.63509
O 1.58817 0.80282 -1.16703
C -0.86954 0.25316 -1.21554
C -1.19944 -0.28685 0.18424
O -1.19351 -1.69733 0.18765
H 0.89007 -0.91151 2.24068
H 2.08951 0.08802 1.39892
H 1.35540 -1.29190 0.57036
H -0.19613 1.18408 1.51813
H 0.12730 2.14761 -0.64487
H 1.47836 0.44321 -2.05455
H -1.65439 0.82317 -1.72056
H -0.54240 -0.56553 -1.86671
H -2.14213 0.09897 0.59689
H -1.27537 -1.99780 1.10173

---

Entry 14:
17
Properties=species:S:1:pos:R:3 method="wB97M-V/def2-TZVPD" lumo_energy_ev=0.71 de_lowest_ev=2.3727 homo_lumo_gap_ev=9.5 total_charge=0 e_tot_ha=-346.9382 smiles="C=C/C=C(/C)O.O"
C 2.33482 0.35710 -0.37402
C 1.30413 1.03181 -0.87858
C -0.10750 0.72026 -0.59872
C -0.69068 0.45574 0.56923
O -0.04823 -0.10623 1.64706
C -2.16292 0.31173 0.76429
H 3.36977 0.66625 -0.33159
H 2.18697 -0.60250 0.13194
H 1.47881 2.00628 -1.31416
H -0.78657 0.88208 -1.41726
H 0.87076 0.20043 1.67534
H -2.43832 -0.70614 1.01081
H -2.78594 0.59207 -0.07286
H -2.44436 0.99164 1.57609
H -0.41076 -2.12700 -0.10834
H 0.60916 -2.20974 -1.27859
O -0.27916 -2.46379 -1.00062

---

Entry 15:
17
Properties=species:S:1:pos:R:3 method="wB97M-V/def2-TZVPD" lumo_energy_ev=0.72 de_lowest_ev=1.8813 homo_lumo_gap_ev=10.6 total_charge=0 e_tot_ha=-346.9563
C -1.83460 -0.25240 0.01853
C -1.10231 0.87365 0.70119
C 1.11843 -1.24130 0.53516
O 1.04626 -1.89949 -0.48130
C 1.40539 0.23425 0.58313
C 0.19930 1.08445 0.91842
O 0.60345 0.30452 -2.42433
H -2.45444 0.15870 -0.79105
H -2.52077 -0.75019 0.71626
H -1.18778 -1.01888 -0.40961
H -1.76114 1.66802 1.05035
H 0.95834 -1.73089 1.51535
H 0.75029 -0.55498 -1.99742
H 2.15879 0.38910 1.36655
H 1.82831 0.54992 -0.37541
H 0.45720 2.02914 1.39288
H -0.18146 0.65909 -1.98930